(1)
# C35H58BBeBrCl7F18NNaO11PS

C35H58BBeBrCl7F18NNaO11PS as an isolated structure (ωB97M-V/def2-TZVPD, the Open Molecules 2025 dataset).

Atoms and positions in Å:
C1 8.26 -0.27 3.03
C2 7.76 -0.63 1.57
C3 7.55 -2.18 1.31
C4 6.55 -2.86 2.34
C5 5.02 -2.57 1.99
C6 4.11 -3.63 2.77
C7 3.52 -2.95 4.08
C8 2.62 -3.90 4.99
C9 1.53 -4.76 4.21
C10 0.10 -4.04 4.17
C11 0.29 -2.62 3.43
C12 -1.15 -2.13 2.85
C13 -1.27 -0.61 3.22
C14 -0.33 0.36 2.58
N1 -0.37 1.74 2.88
C15 0.66 2.57 2.14
C16 2.09 2.48 2.82
C17 3.04 3.68 2.35
Br1 3.07 0.80 2.33
C18 -1.27 2.29 3.81
S1 -1.34 4.11 4.19
O1 -1.75 4.21 5.60
O2 -2.29 4.81 3.33
F1 0.18 4.77 4.10
C19 -2.28 1.44 4.54
C20 -2.27 -0.05 4.23
C21 -3.27 -1.08 4.89
O3 -2.95 -1.50 5.98
O4 -4.50 -1.49 4.34
C22 -4.47 -1.61 2.92
O5 -5.83 -1.80 2.50
C23 -5.92 -2.12 1.15
F2 -5.21 -1.26 0.30
F3 -7.24 -1.99 0.82
F4 -5.58 -3.44 0.85
H1 9.30 -0.70 3.19
H2 8.37 0.87 3.09
H3 7.58 -0.61 3.86
H4 8.50 -0.16 0.84
H5 6.76 -0.12 1.39
H6 7.16 -2.30 0.25
H7 8.56 -2.70 1.33
H8 6.73 -2.50 3.40
H9 6.67 -3.99 2.33
H10 4.83 -2.68 0.87
H11 4.69 -1.52 2.26
H12 4.68 -4.58 3.05
H13 3.26 -3.90 2.05
H14 4.37 -2.59 4.73
H15 2.94 -2.03 3.78
H16 2.05 -3.22 5.71
H17 3.27 -4.57 5.64
H18 1.37 -5.75 4.74
H19 1.80 -5.02 3.14
H20 -0.29 -3.93 5.23
H21 -0.62 -4.66 3.54
H22 1.05 -2.81 2.61
H23 0.72 -1.84 4.13
H24 -1.09 -2.27 1.73
H25 -1.92 -2.79 3.34
H26 0.41 -0.05 1.82
H27 0.72 2.10 1.11
H28 0.30 3.63 1.98
H29 1.99 2.49 3.95
H30 4.12 3.45 2.60
H31 2.95 3.70 1.21
H32 2.68 4.67 2.76
H33 -3.02 1.85 5.29
H34 -3.88 -2.50 2.54
H35 -4.10 -0.68 2.37
C24 -2.89 2.87 -0.80
C25 -2.81 2.53 -2.28
O6 -2.25 3.56 -3.07
C26 -0.80 3.68 -3.11
O7 -0.24 2.55 -3.38
C27 -0.21 4.39 -1.84
F5 -1.02 5.38 -1.41
F6 0.97 4.98 -2.12
F7 0.01 3.58 -0.78
H36 -3.18 3.90 -0.64
H37 -3.61 2.21 -0.32
H38 -1.93 2.71 -0.31
H39 -3.83 2.42 -2.65
H40 -2.32 1.57 -2.44
H41 -0.69 4.48 -3.87
C28 -1.68 4.53 -7.07
Cl1 -1.49 4.93 -8.77
Cl2 -0.24 5.00 -6.15
Cl3 -3.12 5.31 -6.41
H42 -1.80 3.45 -6.98
Be1 -0.35 7.41 -5.13
F8 0.61 10.52 -5.43
P1 0.39 11.40 -4.08
F9 0.36 11.27 -2.47
F10 1.01 12.64 -4.90
F11 -0.87 10.37 -4.10
F12 -0.71 12.57 -3.91
F13 1.91 11.00 -3.69
C29 -4.28 -6.14 2.59
Cl4 -5.71 -5.32 3.25
Cl5 -3.08 -4.94 2.07
Cl6 -3.57 -7.19 3.83
Cl7 -4.75 -7.13 1.19
C30 -2.82 -4.74 -4.99
O8 -2.49 -4.35 -3.67
C31 -1.26 -4.88 -3.20
C32 -0.37 -3.80 -2.59
O9 0.11 -2.79 -3.48
C33 -0.85 -1.90 -4.05
C34 -1.59 -0.98 -3.08
O10 -2.45 -1.71 -2.20
C35 -2.31 -1.37 -0.85
H43 -3.40 -5.67 -4.98
H44 -3.44 -3.95 -5.43
H45 -1.93 -4.85 -5.62
H46 -0.71 -5.39 -4.00
H47 -1.49 -5.61 -2.42
H48 0.54 -4.30 -2.22
H49 -0.83 -3.35 -1.71
H50 -1.54 -2.45 -4.69
H51 -0.27 -1.26 -4.73
H52 -2.22 -0.30 -3.66
H53 -0.86 -0.38 -2.53
H54 -1.28 -1.10 -0.60
H55 -2.60 -2.24 -0.25
H56 -2.99 -0.54 -0.60
O11 -2.01 1.15 -7.10
H57 -1.77 0.27 -7.43
H58 -1.72 1.14 -6.18
B1 1.41 -0.14 -7.33
F14 1.07 1.08 -6.66
F15 2.18 -0.97 -6.45
F16 0.20 -0.83 -7.70
F17 2.17 0.15 -8.50
Na1 -3.39 0.60 1.49
F18 -8.88 -1.09 2.12

## Properties
**Relative energy (zero: lowest compared OMol25 entry of this formula, charge and spin)**: 127.2 kcal/mol

Mulliken atomic charge list, values in e, 99 entries: C -1.000; C -0.281; C -0.761; C -0.495; C -0.021; C -0.449; C 0.104; C -0.863; C -0.688; C -0.557; C -0.475; C -0.059; C -0.541; C 0.076; N 1.096; C -1.808; C 0.132; C -1.151; Br -0.068; C 0.306; S 1.275; O -0.565; O -0.499; F -0.185; C -0.987; C 0.808; C -0.085; O -0.444; O -0.324; C 1.232; O -0.355; C 0.699; F -0.201; F -0.195; F -0.146; H 0.268; H 0.327; H 0.257; H 0.349; H 0.107; H 0.309; H 0.309; H 0.112; H 0.366; H 0.425; H -0.454; H 0.322; H 0.182; H 0.461; H -0.355; H 0.317; H 0.383; H 0.373; H 0.392; H 0.321; H 0.051; H 0.193; H 0.350; H -0.420; H 0.558; H 0.479; H 0.569; H 0.694; H 0.364; H 0.375; H 0.347; H 0.347; H 0.532; H -0.137; H -0.686; C -0.685; C -0.049; O -0.372; C 1.706; O -0.578; C 0.406; F -0.291; F -0.272; F -0.254; H 0.365; H 0.437; H -0.111; H 0.458; H -0.182; H -1.015; C 0.806; Cl -0.069; Cl -0.063; Cl -0.090; H -0.317; Be 0.906; F -0.321; P 0.897; F -0.314; F -0.309; F -0.306; F -0.314; F -0.307; C 0.266

(2)
# C35H58O6

The molecule C35H58O6 (ωB97M-V/def2-TZVPD, the Open Molecules 2025 dataset).

Atoms and positions in Å:
C1 3.31 -1.23 -2.39
C2 3.54 -0.56 -1.08
C3 3.90 -1.31 0.04
C4 4.10 -0.67 1.27
C5 3.96 0.72 1.38
C6 3.57 1.47 0.27
C7 3.37 0.82 -0.93
O1 2.96 1.56 -2.07
C8 1.66 1.79 -2.19
O2 0.83 1.45 -1.38
C9 1.36 2.53 -3.48
C10 -0.13 2.56 -3.78
C11 -0.79 1.20 -3.79
O3 -1.98 1.03 -3.83
O4 0.10 0.20 -3.77
C12 -0.40 -1.12 -3.63
H1 0.42 -1.77 -3.94
H2 -1.27 -1.26 -4.28
C13 -0.81 -1.41 -2.18
O5 0.26 -1.37 -1.27
H3 0.52 -0.44 -1.16
H4 -1.21 -2.43 -2.13
H5 -1.60 -0.71 -1.89
H6 -0.31 3.03 -4.75
H7 -0.66 3.15 -3.02
H8 1.92 2.04 -4.28
H9 1.75 3.55 -3.38
C14 3.38 2.95 0.39
H10 2.59 3.17 1.11
H11 3.10 3.39 -0.57
H12 4.29 3.44 0.73
C15 4.20 1.38 2.71
C16 5.02 0.47 3.61
H13 6.04 0.42 3.22
H14 5.06 0.86 4.63
C17 4.44 -0.95 3.63
C18 5.39 -1.87 4.41
H15 6.39 -1.82 4.00
H16 5.04 -2.90 4.34
H17 5.42 -1.58 5.46
C19 3.03 -1.01 4.27
C20 1.85 -1.03 3.31
H18 1.79 -0.11 2.73
C21 0.55 -1.23 4.09
H19 0.50 -0.48 4.88
H20 0.58 -2.21 4.58
C22 -0.74 -1.14 3.26
C23 -0.79 -2.21 2.18
H21 -1.77 -2.21 1.70
H22 -0.63 -3.20 2.60
H23 -0.05 -2.03 1.41
C24 -0.94 0.26 2.66
H24 -0.51 0.29 1.66
H25 -0.43 1.01 3.26
C25 -2.42 0.64 2.59
H26 -2.78 0.83 3.60
C26 -2.66 1.87 1.71
H27 -3.57 2.39 2.03
H28 -1.83 2.57 1.85
C27 -2.79 1.52 0.22
C28 -2.42 2.71 -0.65
H29 -3.00 3.59 -0.37
H30 -2.61 2.50 -1.70
H31 -1.36 2.95 -0.53
C29 -4.21 1.04 -0.10
C30 -4.27 0.16 -1.35
H32 -3.75 0.65 -2.17
C31 -5.71 -0.15 -1.77
H33 -6.22 0.79 -2.01
H34 -6.23 -0.61 -0.93
C32 -5.79 -1.08 -2.98
C33 -7.22 -1.57 -3.17
H35 -7.89 -0.73 -3.35
H36 -7.57 -2.10 -2.29
H37 -7.29 -2.24 -4.03
C34 -5.30 -0.40 -4.26
H38 -5.36 -1.08 -5.10
H39 -4.27 -0.06 -4.16
H40 -5.93 0.47 -4.48
H41 -5.15 -1.95 -2.79
H42 -3.76 -0.79 -1.14
H43 -4.86 1.91 -0.24
H44 -4.61 0.47 0.75
H45 -2.09 0.71 0.00
H46 -3.00 -0.20 2.19
H47 -1.56 -1.32 3.96
H48 1.97 -1.86 2.60
H49 2.98 -1.91 4.88
H50 2.93 -0.16 4.95
O6 4.43 -1.48 2.31
H51 3.24 1.62 3.19
H52 4.73 2.32 2.57
C35 4.04 -2.79 -0.06
H53 3.11 -3.23 -0.41
H54 4.83 -3.06 -0.77
H55 4.29 -3.21 0.90
H56 2.45 -1.90 -2.31
H57 3.12 -0.51 -3.18
H58 4.18 -1.83 -2.67

## Properties
**Relative energy (zero: lowest compared OMol25 entry of this formula, charge and spin)**: 4.0 kcal/mol

The molecule's natural (NBO) atomic charges, reported in e, are given here: C -0.649; C -0.038; C 0.024; C 0.304; C -0.114; C 0.057; C 0.216; O -0.502; C 0.846; O -0.643; C -0.501; C -0.512; C 0.824; O -0.613; O -0.524; C -0.104; H 0.198; H 0.203; C -0.092; O -0.742; H 0.498; H 0.185; H 0.185; H 0.244; H 0.251; H 0.243; H 0.242; C -0.647; H 0.224; H 0.217; H 0.218; C -0.428; C -0.412; H 0.208; H 0.215; C 0.273; C -0.606; H 0.212; H 0.216; H 0.211; C -0.414; C -0.418; H 0.205; C -0.371; H 0.190; H 0.194; C -0.197; C -0.619; H 0.206; H 0.202; H 0.219; C -0.398; H 0.202; H 0.192; C -0.383; H 0.197; C -0.382; H 0.199; H 0.195; C -0.223; C -0.607; H 0.197; H 0.212; H 0.210; C -0.381; C -0.399; H 0.216; C -0.388; H 0.192; H 0.194; C -0.208; C -0.598; H 0.199; H 0.203; H 0.203; C -0.614; H 0.202; H 0.226; H 0.197; H 0.186; H 0.188; H 0.193; H 0.194; H 0.193; H 0.191; H 0.191; H 0.212; H 0.205; H 0.201; O -0.523; H 0.211; H 0.220; C -0.656; H 0.223; H 0.214; H 0.238; H 0.241; H 0.221; H 0.219

(3)
# C35H60BBrFN3O43S9

A 10-piece molecular cluster, C35H60BBrFN3O43S9 overall (ωB97M-V/def2-TZVPD, the Open Molecules 2025 dataset).

Atoms and positions in Å:
N1 -0.50 -0.34 4.29
B1 0.86 -0.27 3.69
O1 1.82 0.69 4.25
C1 1.41 -1.21 2.46
C2 0.26 -2.22 1.90
O2 0.32 -2.19 0.44
C3 0.28 -3.52 -0.12
C4 -1.04 -4.36 -0.22
C5 -1.00 -5.78 -0.87
C6 0.36 -6.33 -1.36
C7 1.69 -5.50 -1.27
C8 1.64 -4.08 -0.65
O3 2.68 -1.85 2.71
C9 2.74 -2.45 4.03
C10 3.88 -3.62 3.94
C11 3.16 -5.04 3.61
C12 4.01 -5.91 2.53
O4 4.27 -7.13 2.75
Br1 4.73 -5.16 0.84
N2 4.75 -3.69 5.14
C13 6.12 -4.20 4.83
C14 7.08 -3.14 4.09
C15 8.59 -3.69 3.86
O5 8.71 -4.07 2.46
C16 1.68 -0.18 1.22
O6 0.85 0.72 0.88
N3 2.96 -0.31 0.49
C17 3.08 0.71 -0.57
O7 3.85 1.68 -0.38
F1 2.35 0.54 -1.78
H1 -1.15 0.29 3.79
H2 -0.49 -0.17 5.31
H3 2.72 0.36 4.03
H4 0.41 -3.28 2.31
H5 -0.79 -1.83 2.19
H6 -2.02 -3.94 0.17
H7 -1.95 -6.42 -1.00
H8 0.44 -7.37 -1.83
H9 2.65 -5.97 -1.67
H10 2.63 -3.50 -0.58
H11 3.13 -1.74 4.85
H12 1.78 -3.00 4.35
H13 4.54 -3.36 3.04
H14 3.20 -5.67 4.58
H15 2.06 -4.92 3.28
H16 4.81 -2.79 5.64
H17 6.60 -4.52 5.84
H18 6.05 -5.16 4.19
H19 6.64 -2.94 3.05
H20 7.14 -2.14 4.65
H21 8.78 -4.57 4.58
H22 9.31 -2.82 4.04
H23 8.36 -4.99 2.33
H24 3.11 -1.27 0.13
O8 -1.10 4.82 -5.45
S1 -1.56 3.62 -4.82
O9 -2.84 3.02 -5.11
O10 -1.43 3.80 -3.21
C18 -0.58 2.78 -2.68
C19 0.38 2.43 -3.81
O11 -0.41 2.48 -5.00
H25 -1.20 1.93 -2.41
H26 -0.06 3.15 -1.80
H27 0.82 1.44 -3.68
H28 1.17 3.18 -3.90
O12 8.20 -3.18 -3.51
S2 8.21 -3.59 -2.14
O13 7.03 -4.01 -1.44
O14 8.93 -2.43 -1.27
C20 10.07 -2.98 -0.59
C21 10.54 -4.13 -1.46
O15 9.35 -4.73 -1.96
H29 9.73 -3.34 0.39
H30 10.83 -2.22 -0.45
H31 11.14 -4.85 -0.91
H32 11.12 -3.76 -2.32
O16 2.20 -2.05 7.37
S3 1.72 -3.26 7.98
O17 0.46 -3.84 7.67
O18 1.83 -3.08 9.59
C22 2.66 -4.10 10.14
C23 3.64 -4.45 9.02
O19 2.87 -4.39 7.82
H33 2.03 -4.95 10.39
H34 3.17 -3.74 11.03
H35 4.07 -5.45 9.15
H36 4.44 -3.71 8.95
O20 -7.05 2.86 -0.31
S4 -7.10 2.88 -1.74
O21 -8.28 3.23 -2.47
O22 -6.57 1.44 -2.28
C24 -5.44 1.65 -3.14
C25 -4.78 2.92 -2.65
O23 -5.87 3.78 -2.29
H37 -5.81 1.76 -4.16
H38 -4.77 0.79 -3.09
H39 -4.16 3.39 -3.41
H40 -4.19 2.74 -1.75
O24 -1.44 4.48 -0.20
S5 -2.09 5.64 -0.74
O25 -2.98 5.59 -1.86
O26 -0.95 6.76 -1.04
C26 -1.24 7.95 -0.30
C27 -1.99 7.48 0.93
O27 -2.83 6.42 0.47
H41 -1.86 8.59 -0.93
H42 -0.31 8.47 -0.05
H43 -2.59 8.27 1.38
H44 -1.31 7.07 1.68
O28 -11.82 6.27 -7.00
S6 -12.28 5.07 -6.37
O29 -13.56 4.48 -6.65
O30 -12.15 5.26 -4.76
C28 -11.29 4.24 -4.23
C29 -10.34 3.88 -5.36
O31 -11.14 3.93 -6.55
H45 -11.92 3.38 -3.96
H46 -10.77 4.60 -3.35
H47 -9.90 2.89 -5.24
H48 -9.55 4.63 -5.46
O32 -11.61 -0.12 -4.23
S7 -12.32 -0.28 -5.46
O33 -11.73 -0.86 -6.63
O34 -12.97 1.15 -5.87
C30 -14.38 1.03 -5.98
C31 -14.77 -0.10 -5.03
O35 -13.71 -1.06 -5.15
H49 -14.62 0.77 -7.01
H50 -14.87 1.97 -5.72
H51 -15.73 -0.55 -5.28
H52 -14.78 0.25 -3.99
O36 -1.81 7.67 4.09
S8 -2.43 6.93 5.15
O37 -2.77 7.51 6.41
O38 -1.56 5.59 5.41
C32 -2.37 4.44 5.22
C33 -3.43 4.85 4.21
O39 -3.75 6.20 4.55
H53 -2.83 4.18 6.19
H54 -1.77 3.60 4.87
H55 -4.32 4.22 4.25
H56 -3.02 4.85 3.19
O40 11.16 0.48 -7.86
S9 10.61 0.63 -6.54
O41 11.19 1.49 -5.55
O42 10.43 -0.85 -5.90
C34 9.05 -1.05 -5.56
C35 8.27 -0.19 -6.53
O43 9.04 1.00 -6.68
H57 8.91 -0.72 -4.53
H58 8.79 -2.11 -5.64
H59 7.27 0.05 -6.16
H60 8.19 -0.67 -7.51

## Properties
**SMILES**: NB(O)[C@](COc1ccccc1)(OC[C@H](CC(=O)Br)NCCCO)C(=O)NC(=O)F.O=S1(=O)OCCO1.O=S1(=O)OCCO1.O=S1(=O)OCCO1.O=S1(=O)OCCO1.O=S1(=O)OCCO1.O=S1(=O)OCCO1.O=S1(=O)OCCO1.O=S1(=O)OCCO1.O=S1(=O)OCCO1

Mulliken atomic charge list, values in e, 99 entries: N -0.456; B 0.673; O -0.630; C 0.987; C -0.308; O -0.117; C 0.062; C -0.350; C -0.461; C -0.400; C -0.537; C 0.263; O -0.221; C -0.927; C 0.613; C -0.187; C 0.389; O -0.581; Br -0.149; N -0.203; C -0.585; C -0.077; C -0.519; O -0.493; C -0.356; O -0.732; N 0.003; C 0.485; O -0.496; F -0.217; H 0.205; H 0.202; H 0.309; H 0.128; H 0.198; H 0.327; H 0.309; H 0.313; H 0.315; H 0.173; H 0.079; H 0.303; H -0.094; H 0.201; H 0.300; H 0.354; H 0.319; H 0.129; H 0.111; H 0.281; H 0.244; H 0.285; H 0.279; H 0.251; O -0.590; S 1.143; O -0.595; O -0.103; C -0.248; C -0.340; O -0.361; H 0.198; H 0.358; H 0.218; H 0.377; O -0.473; S 0.916; O -0.406; O -0.303; C 0.063; C -0.413; O -0.338; H -0.018; H 0.314; H 0.338; H 0.308; O -0.526; S 1.210; O -0.602; O -0.317; C -0.372; C -0.375; O -0.224; H 0.299; H 0.313; H 0.334; H 0.268; O -0.592; S 1.037; O -0.394; O -0.348; C -0.207; C 0.039; O -0.316; H 0.319; H 0.316; H 0.021; H 0.086; O -0.544

(4)
# C35H62N2O9PS

A 7-piece molecular cluster, C35H62N2O9PS overall (ωB97M-V/def2-TZVPD, the Open Molecules 2025 dataset).

Atoms and positions in Å:
C1 -3.21 3.47 0.62
C2 -2.67 2.28 0.81
C3 -2.43 0.71 1.15
C4 -2.43 -0.25 -0.16
P1 -1.48 0.81 -1.48
N1 0.00 1.48 -0.79
O1 -0.94 -0.21 -2.79
C5 -3.95 -0.71 -0.57
S1 -4.32 -1.10 -2.35
C6 -5.17 0.32 -0.21
C7 -5.50 1.38 -1.15
N2 -4.17 -1.77 0.49
C8 -3.06 -2.33 0.99
O2 -3.02 -3.35 2.05
C9 -1.75 -1.69 0.22
C10 -1.60 -2.77 -1.04
C11 -1.56 -3.54 -2.14
O3 -0.61 -1.67 1.12
C12 0.64 -1.94 0.42
C13 1.97 -1.46 1.26
C14 1.95 -2.22 2.71
C15 3.36 -1.88 0.55
C16 3.23 -2.38 -0.98
C17 4.36 -0.62 0.64
H1 -3.49 4.59 0.52
H2 -1.44 0.67 1.75
H3 -3.26 0.31 1.86
H4 0.27 1.05 0.10
H5 0.78 1.53 -1.47
H6 0.01 0.08 -2.95
H7 -3.17 -1.45 -3.05
H8 -5.72 0.20 0.80
H9 -6.58 1.55 -1.50
H10 -4.64 2.07 -1.51
H11 -5.17 -1.97 0.74
H12 -3.47 -2.91 2.83
H13 -1.84 -4.42 -2.85
H14 0.82 -3.08 0.20
H15 0.67 -1.31 -0.56
H16 1.94 -0.31 1.46
H17 1.73 -3.36 2.57
H18 3.05 -2.19 3.10
H19 1.23 -1.74 3.47
H20 3.83 -2.78 1.14
H21 2.47 -1.80 -1.62
H22 3.10 -3.54 -1.04
H23 4.27 -2.18 -1.48
H24 4.69 -0.54 1.76
H25 3.86 0.37 0.33
H26 5.30 -0.80 -0.01
C18 -2.52 1.52 -4.79
C19 -1.72 2.77 -5.01
O4 -1.31 3.44 -4.08
C20 -1.43 3.17 -6.44
H27 -2.64 1.36 -3.71
H28 -3.51 1.62 -5.24
H29 -1.99 0.66 -5.21
H30 -2.37 3.34 -6.97
H31 -0.86 2.38 -6.94
H32 -0.85 4.09 -6.45
C21 4.43 3.94 -0.73
C22 4.17 2.91 -1.79
O5 3.28 2.08 -1.66
C23 5.05 2.93 -3.01
H33 3.72 3.81 0.09
H34 5.44 3.83 -0.34
H35 4.30 4.94 -1.15
H36 6.09 2.77 -2.72
H37 4.94 3.89 -3.53
H38 4.75 2.13 -3.69
C24 5.55 -6.48 -0.31
C25 5.64 -5.13 0.34
O6 4.73 -4.69 1.04
C26 6.90 -4.33 0.12
H39 4.59 -6.94 -0.06
H40 5.61 -6.37 -1.40
H41 6.35 -7.13 0.05
H42 7.02 -4.13 -0.95
H43 7.76 -4.89 0.50
H44 6.83 -3.38 0.65
C27 -4.72 -7.48 1.77
C28 -4.53 -7.35 0.28
O7 -4.67 -8.31 -0.45
C29 -4.17 -6.00 -0.26
H45 -4.98 -8.51 2.02
H46 -3.79 -7.22 2.29
H47 -5.53 -6.82 2.10
H48 -3.21 -5.67 0.16
H49 -4.95 -5.28 -0.03
H50 -4.07 -6.07 -1.35
C30 5.74 3.29 3.91
C31 4.79 4.18 3.16
O8 5.06 4.62 2.06
C32 3.47 4.50 3.83
H51 6.64 3.15 3.31
H52 6.02 3.76 4.86
H53 5.28 2.32 4.09
H54 3.65 5.03 4.77
H55 2.91 3.58 4.01
H56 2.89 5.15 3.18
C33 -6.23 5.51 2.27
C34 -6.12 6.86 2.92
O9 -7.02 7.30 3.62
C35 -4.86 7.65 2.68
H57 -7.19 5.06 2.52
H58 -6.18 5.62 1.18
H59 -5.43 4.86 2.62
H60 -4.75 7.85 1.62
H61 -4.00 7.09 3.06
H62 -4.92 8.60 3.22

## Properties
**Net charge**: +1

Mulliken atomic charge list, values in e, 99 entries: C -0.644; C -0.170; C -0.585; C -0.131; P 0.187; N -0.381; O -0.461; C 0.711; S -0.141; C -0.491; C -0.677; N 0.417; C -0.839; O -0.359; C 1.886; C -0.491; C -0.665; O -0.467; C -0.129; C 0.350; C -1.342; C 0.856; C -1.263; C -1.296; H 0.375; H 0.269; H 0.515; H 0.217; H 0.293; H 0.220; H 0.139; H 0.247; H 0.309; H 0.134; H 0.458; H 0.410; H 0.379; H 0.276; H 0.004; H 0.111; H 0.305; H 0.388; H 0.277; H 0.138; H 0.174; H 0.229; H 0.387; H 0.257; H 0.167; H 0.392; C -0.319; C 0.770; O -0.564; C -1.217; H -0.300; H 0.449; H 0.305; H 0.332; H 0.316; H 0.327; C -1.005; C 0.823; O -0.487; C -1.260; H 0.160; H 0.340; H 0.416; H 0.349; H 0.363; H 0.295; C -1.228; C 0.912; O -0.568; C -1.140; H 0.304; H 0.333; H 0.379; H 0.313; H 0.404; H 0.245; C -1.064; C 0.617; O -0.546; C -0.638; H 0.316; H 0.292; H 0.308; H 0.169; H 0.264; H 0.284; C -1.115; C 0.876; O -0.550; C -1.115; H 0.289; H 0.357; H 0.301; H 0.369; H 0.292

| no. | orbital gap (eV) | strongest force on any atom (eV/Å) | LUMO energy (eV) |
| --- | --- | --- | --- |
| 1 | 1.113 | 5.6 | -6.48 |
| 2 | 8.765 | 0.9 | 0.63 |
| 3 | 8.994 | 6.0 | -0.08 |
| 4 | 6.454 | 8.3 | -4.17 |